Here is one molecule with the formula C18H39NO2 at a distorted geometry from OMol25. Energies are from ωB97M-V/def2-TZVPD.

Charge: 0
Energy above the lowest of the compared OMol25 structures with the same formula, charge and spin (kcal/mol): 1.3
DFT total energy (eV): -24884.7092
HOMO energy (eV): -9.320
Multiplicity: 1
SMILES: CCCCCCCCCCCCCCC[C@@H](O)[C@H](N)CO

Cartesian coordinates (Å):
C -0.92813 3.92974 4.88786
C 0.02914 2.87807 4.34047
C 0.02387 2.84343 2.81410
C 0.97673 1.78338 2.26596
C 0.92176 1.64821 0.74395
C 1.55899 2.82257 0.00206
C 1.51072 2.64087 -1.51687
C 0.13062 2.94135 -2.09949
C 0.01706 2.62491 -3.59192
C 0.10475 1.13661 -3.93863
C -1.00281 0.30660 -3.29253
C -1.08037 -1.12294 -3.82962
C 0.17861 -1.96441 -3.60537
C 0.63820 -2.06894 -2.15119
C -0.40804 -2.68972 -1.22811
C 0.13326 -2.88151 0.19145
O 0.64000 -1.67068 0.71662
C -0.96548 -3.45534 1.11831
N -2.00668 -2.44339 1.27486
C -0.36207 -3.86564 2.47866
O 0.07775 -2.74713 3.20431
H -1.94617 3.72496 4.56289
H -0.91026 3.93637 5.97523
H -0.65000 4.92037 4.53410
H 1.04140 3.09037 4.69195
H -0.25334 1.89505 4.72455
H 0.30661 3.82748 2.43585
H -0.99018 2.63287 2.46420
H 0.72069 0.81948 2.71346
H 1.99828 2.02183 2.57025
H -0.12212 1.54518 0.43814
H 1.45096 0.73620 0.45873
H 2.60094 2.90730 0.31965
H 1.05479 3.75367 0.26631
H 2.23872 3.30746 -1.98560
H 1.80326 1.61687 -1.75428
H -0.63229 2.38473 -1.55572
H -0.08223 4.00394 -1.95511
H 0.80888 3.15603 -4.12650
H -0.93959 3.01027 -3.95470
H 0.03234 1.03553 -5.02480
H 1.07907 0.74945 -3.64024
H -1.96286 0.79448 -3.48216
H -0.85850 0.27580 -2.21293
H -1.93277 -1.62320 -3.36519
H -1.27421 -1.08584 -4.90491
H 0.99699 -1.54869 -4.19643
H -0.01598 -2.97099 -3.98496
H 1.54021 -2.68591 -2.12019
H 0.91206 -1.08286 -1.77487
H -0.71544 -3.66077 -1.61947
H -1.29185 -2.05306 -1.16413
H 0.98815 -3.56703 0.17460
H -0.08448 -1.03211 0.68047
H -1.39000 -4.33986 0.63494
H -2.88109 -2.87744 1.54650
H -1.73679 -1.83013 2.04248
H -1.12480 -4.34916 3.09716
H 0.45808 -4.58043 2.31721
H 0.65770 -2.23701 2.61386

Here is a 3-piece molecular cluster, C28H42F3N4O overall at a distorted geometry from OMol25. Energies are from ωB97M-V/def2-TZVPD.

Charge: +1
DFT total energy (eV): -45871.0887
HOMO energy (eV): -10.953
Multiplicity: 1

Cartesian coordinates (Å):
C -2.95142 0.34127 -4.48410
C -2.24798 -0.38426 -3.31737
C -1.40712 0.56392 -2.43508
C -2.24505 1.10064 -1.28188
C -1.42382 1.63712 -0.09649
N -0.26072 0.78224 0.19397
C -0.37248 -0.43845 0.73371
C -1.61368 -1.10480 1.17796
O -2.10443 -1.95900 0.17136
C -3.50146 -2.18808 0.34910
C -3.96276 -3.36630 -0.49678
N 0.83256 -0.98546 0.82621
C 1.70067 -0.13053 0.34405
N 3.02708 -0.39288 0.24337
C 3.50536 -1.69942 0.74765
C 4.00993 0.45860 -0.33315
F 3.77450 0.60533 -1.65694
F 4.07982 1.66201 0.24558
F 5.21865 -0.11463 -0.21506
N 1.05450 1.01961 -0.03320
C 1.46691 2.30416 -0.57755
C 1.79128 3.38909 0.46881
C 2.25570 4.62191 -0.34622
C 0.57692 3.79528 1.31722
H -3.93246 -0.08517 -4.65034
H -2.36023 0.20576 -5.38028
H -3.02786 1.40207 -4.26747
H -2.93824 -0.95588 -2.70534
H -1.55716 -1.10349 -3.74856
H -1.07297 1.36938 -3.08432
H -0.53515 -0.00253 -2.11214
H -3.00911 0.40856 -0.95290
H -2.77604 1.97440 -1.65573
H -1.14597 2.65154 -0.33816
H -2.01853 1.69777 0.80376
H -2.36495 -0.38960 1.50480
H -1.35373 -1.69634 2.05868
H -4.06895 -1.29568 0.07299
H -3.71991 -2.36767 1.40305
H -3.18903 -3.60503 -1.21940
H -4.87908 -3.10433 -1.00718
H -4.11994 -4.23116 0.13495
H 4.21180 -1.54580 1.55113
H 3.95487 -2.25916 -0.06029
H 2.67836 -2.27541 1.13415
H 2.34658 2.22157 -1.19702
H 0.71559 2.72156 -1.23658
H 2.55798 3.06440 1.16137
H 2.23806 4.44017 -1.41651
H 1.56191 5.43819 -0.17624
H 3.22125 4.98201 -0.01260
H -0.15014 4.37369 0.76189
H 0.94589 4.35734 2.16779
H 0.11483 2.91209 1.75817
C -8.32629 -3.54759 1.03109
C -9.42907 -3.09110 0.32329
C -9.50799 -1.75884 -0.05791
C -8.48017 -0.88310 0.26170
C -7.37572 -1.34008 0.96697
C -7.30066 -2.67101 1.35469
H -8.26659 -4.58570 1.33063
H -10.22856 -3.77427 0.06910
H -10.37133 -1.40279 -0.60423
H -8.54117 0.15511 -0.03814
H -6.57299 -0.65621 1.21687
H -6.44120 -3.02623 1.91047
C 9.51993 -0.20074 3.16916
C 8.30470 0.04015 2.54419
C 8.22761 0.05792 1.15819
C 9.36497 -0.17313 0.39691
C 10.57938 -0.41692 1.02206
C 10.65758 -0.42728 2.40769
H 9.58095 -0.21168 4.24954
H 7.41678 0.21518 3.13931
H 7.28243 0.25198 0.67188
H 9.30489 -0.16321 -0.68383
H 11.46604 -0.59842 0.42902
H 11.60589 -0.61267 2.89452

Here is a 2-piece molecular cluster, C3H6N overall at a distorted geometry from OMol25. Energies are from ωB97M-V/def2-TZVPD.

Charge: +1
Energy above the lowest of the compared OMol25 structures with the same formula, charge and spin (kcal/mol): 155.0
DFT total energy (eV): -4683.3973
HOMO energy (alpha / beta) (eV): -16.085 / -15.484
Multiplicity: 1

Cartesian coordinates (Å):
C -2.95995 -0.09667 -0.00531
C -1.78815 0.18629 -0.07567
C 1.58122 -0.39267 -0.10778
N 0.65534 0.69985 0.01227
H -3.78187 -0.60547 0.29768
H 2.50667 -0.05493 0.24736
H 1.27588 -1.04535 0.72832
H 1.48959 -0.94912 -1.01057
H 0.56409 1.27406 0.82962
H 0.45718 0.98401 -0.91592

Here is C25H30FeN7O7S as an isolated structure at a distorted geometry from OMol25. Energies are from ωB97M-V/def2-TZVPD.

Charge: -1
Energy above the lowest of the compared OMol25 structures with the same formula, charge and spin (kcal/mol): 17.3
DFT total energy (eV): -96397.4023
HOMO energy (alpha / beta) (eV): -6.194 / -5.891
Multiplicity: 5

Cartesian coordinates (Å):
Fe -0.38898 2.37260 -0.90905
C 0.66723 1.95144 3.25734
C -0.67678 2.09759 2.59715
C -1.02044 3.25681 1.89902
C -2.27510 3.37781 1.30716
C -3.19970 2.34544 1.40528
C -2.86945 1.19441 2.10011
C -1.61762 1.07401 2.68640
H 1.38349 1.51384 2.55809
H 0.59923 1.30277 4.13160
H 1.06741 2.91726 3.56420
H -0.30640 4.06764 1.83781
H -2.55095 4.29716 0.80666
H -4.17147 2.44034 0.93859
H -3.58919 0.38817 2.18444
H -1.36070 0.17149 3.23232
O 2.51042 0.02549 -2.83543
C 2.04707 0.95149 -2.16972
O 0.79906 1.25442 -2.16023
C 2.96964 1.75136 -1.29138
C 4.31752 1.67066 -1.55180
C 5.22981 2.36814 -0.77094
C 4.80976 3.16450 0.26969
C 3.46061 3.26044 0.53054
C 2.47274 2.52412 -0.19275
O 1.24790 2.50923 0.17212
N 3.08976 4.18147 1.61284
O 1.97370 4.65712 1.61714
O 3.94006 4.43804 2.45114
N 6.65933 2.26608 -1.05271
O 7.00733 1.56215 -1.98321
O 7.43072 2.88516 -0.34063
H 4.65256 1.04605 -2.36744
H 5.51698 3.72052 0.86508
C -3.92690 -4.34977 -1.36785
C -3.38072 -4.77397 -0.00760
C -3.20203 -3.65264 1.01587
C -2.08241 -2.66452 0.71979
N -2.46867 -1.71773 -0.32692
C -1.65072 -0.94016 -1.08511
S -2.24892 0.65895 -1.41684
N -0.54078 -1.40682 -1.59544
C 0.01115 -2.75577 -1.53291
C 1.09088 -2.93033 -0.46677
C 1.62179 -4.36003 -0.41365
C 0.61721 -5.36521 0.14578
H -4.08297 -5.21997 -2.00750
H -3.25530 -3.66685 -1.88651
H -4.88719 -3.83972 -1.25956
H -2.41833 -5.28024 -0.13958
H -4.05773 -5.51544 0.42515
H -2.98379 -4.09941 1.98940
H -4.14444 -3.10389 1.13181
H -1.18730 -3.20798 0.43360
H -1.83682 -2.10476 1.62930
H -3.29842 -1.19164 -0.09056
H 0.02960 -0.68313 -2.06203
H 0.46564 -2.92933 -2.50933
H -0.80425 -3.47188 -1.42106
H 0.70599 -2.63204 0.51524
H 1.90144 -2.24907 -0.71141
H 2.52642 -4.37580 0.19760
H 1.92782 -4.66443 -1.41926
H 0.26350 -5.05364 1.13265
H 1.06183 -6.35589 0.25434
H -0.25482 -5.47475 -0.50343
N -0.91340 4.09301 -1.71755
C -1.30246 5.06447 -2.24268
N -1.66808 6.07385 -2.90458
C -2.40418 7.10148 -2.55930
N -3.04820 8.03983 -2.34256

Here is C7H9F as an isolated structure at a distorted geometry from OMol25. Energies are from ωB97M-V/def2-TZVPD.

Charge: 0
Energy above the lowest of the compared OMol25 structures with the same formula, charge and spin (kcal/mol): 16.3
DFT total energy (eV): -10120.7252
HOMO energy (eV): -9.444
Multiplicity: 1

Cartesian coordinates (Å):
C -0.07951 0.67878 -0.03496
C -0.91907 0.22769 1.14914
C -1.34562 -0.82912 0.06426
C -0.02649 -1.62804 -0.10315
C 0.93928 -0.44237 -0.11650
C 2.26064 -0.40357 -0.00922
C -1.20122 0.31740 -0.99434
H -0.43566 -0.05369 2.08260
H -1.74062 0.87649 1.30938
H -2.24678 -1.40703 0.25754
H 0.04291 -2.26097 0.79945
H -0.00591 -2.19089 -1.08710
H 2.77830 -1.37153 0.20470
H 2.83655 0.54077 -0.03640
H -0.94223 -0.02153 -2.02342
H -2.03861 1.03428 -0.94230
F 0.44266 1.92550 -0.03287

Here is one molecule with the formula C4H5IN2O at a distorted geometry from OMol25. Energies are from ωB97M-V/def2-TZVPD.

Charge: 0
Energy above the lowest of the compared OMol25 structures with the same formula, charge and spin (kcal/mol): 105.5
DFT total energy (eV): -17352.0840
HOMO energy (alpha / beta) (eV): -7.763 / -8.245
Multiplicity: 1

Cartesian coordinates (Å):
C 0.16783 -0.42773 -0.03013
C 1.42824 0.00326 0.04366
C -1.03041 0.40480 -0.07981
C -0.18611 -2.01786 -0.09405
N 0.52974 2.29488 -0.24606
N -0.64054 1.77761 0.04393
O -2.13429 -0.01010 -0.16231
I 3.30609 -0.51969 0.01424
H 0.80423 -2.44176 -0.15592
H -0.87380 -2.07844 -0.94762
H -0.76516 -2.51199 0.68993
H 0.80672 3.18160 0.40223
H -1.41253 2.34542 0.52190

Here is an isolated ion of composition C4H9O2 and charge +1 at a distorted geometry from OMol25. Energies are from ωB97M-V/def2-TZVPD.

Charge: +1
Energy above the lowest of the compared OMol25 structures with the same formula, charge and spin (kcal/mol): 6.0
DFT total energy (eV): -8380.6240
HOMO energy (eV): -16.577
Multiplicity: 1

Cartesian coordinates (Å):
C -1.30910 0.06678 -0.58316
C 2.20587 0.47954 0.82770
C -1.59979 -1.23750 -1.45117
C 0.75654 0.55614 0.62179
O -0.05913 1.08546 1.50953
O 0.16493 0.00028 -0.35318
H -1.94665 -0.05632 0.29938
H -1.37223 0.94791 -1.08492
H 2.51509 -0.13869 1.79821
H 2.70610 0.01411 -0.12640
H 2.57487 1.50933 1.24112
H -1.09584 -1.09333 -2.38215
H -2.55233 -1.24943 -1.77955
H -1.37515 -2.22341 -0.86236
H 0.38681 1.33914 2.32517

Here is C20H26ClFMgNO3P as an isolated structure at a distorted geometry from OMol25. Energies are from ωB97M-V/def2-TZVPD.

Charge: +2
DFT total energy (eV): -58741.0038
HOMO energy (eV): -13.161
Multiplicity: 1

Cartesian coordinates (Å):
C 0.10933 -2.45525 -3.61713
C -0.42287 -0.94040 -3.48866
C -1.95787 -0.93572 -2.96971
C -2.34974 0.50427 -2.29847
C -1.96170 1.61007 -3.33759
C -1.80817 0.49098 -0.83674
C -2.57040 -0.47910 0.15968
P -4.10747 -1.50448 -0.38377
N -5.25904 -1.61065 0.94227
O -3.65775 -3.12415 -0.68647
C -2.14424 -0.65783 1.63504
C -0.94030 0.10851 2.22594
C -0.56866 -0.12221 3.75518
C 0.75289 -1.04608 3.96432
F -0.54991 1.06236 4.55184
C -0.17304 1.06202 1.29852
C -0.64228 1.24947 -0.20005
C 0.19282 2.29094 -1.02013
O -0.16645 3.27203 -1.68255
C 1.79389 2.20051 -0.78176
C 2.22498 2.03917 0.58042
C 3.79694 2.04264 0.80992
Cl 4.38602 3.79143 0.65973
C 4.29553 1.31112 2.12508
C 4.29724 -0.27897 1.83337
C 1.13063 1.89284 1.76237
O 1.28613 2.41126 2.87526
H -0.75586 -3.18072 -3.83866
H 0.82819 -2.55040 -4.50190
H 0.66875 -2.77922 -2.66111
H 0.23870 -0.41672 -2.70311
H -0.30448 -0.39461 -4.49578
H -2.04169 -1.80238 -2.23826
H -2.69398 -1.16259 -3.82732
H -3.50417 0.46717 -2.24787
H -2.40125 2.65806 -3.14688
H -0.83438 1.76453 -3.52211
H -2.38092 1.30344 -4.36831
H -4.94967 -2.40487 1.53080
H -5.31995 -0.73501 1.48188
H -2.67924 -3.18489 -0.78685
H -2.72494 -1.39409 2.29760
H -1.42594 -0.76272 4.18787
H 0.87131 -1.81297 3.12155
H 1.67802 -0.39992 4.12960
H 0.55715 -1.63686 4.93515
H 2.56111 2.30820 -1.61182
H 4.27589 1.49877 -0.09234
H 5.40862 1.58853 2.26017
H 3.78022 1.59615 3.09579
H 4.58251 -0.81736 2.79470
H 3.23224 -0.50891 1.45167
H 5.08512 -0.44346 0.99470
Mg 3.26215 -0.98195 -0.11502

Here is C2H5IP2 as an isolated structure at a distorted geometry from OMol25. Energies are from ωB97M-V/def2-TZVPD.

Charge: 0
Energy above the lowest of the compared OMol25 structures with the same formula, charge and spin (kcal/mol): 0.0
DFT total energy (eV): -28831.6777
HOMO energy (eV): -9.167
Multiplicity: 1

Cartesian coordinates (Å):
C 0.29671 1.44526 0.00728
C -0.49928 0.24811 -0.35157
P 0.97797 -2.37890 -0.31931
P -0.16806 -1.26233 0.86876
I -2.70556 0.59777 0.14341
H -0.21857 2.34183 -0.35176
H 0.38754 1.43939 1.11596
H 1.39508 1.37222 -0.33549
H -0.54945 -0.17753 -1.35888
H 1.08361 -3.62583 0.58161

Here is one molecule with the formula C4H4F2O2 at a distorted geometry from OMol25. Energies are from ωB97M-V/def2-TZVPD.

Charge: 0
Energy above the lowest of the compared OMol25 structures with the same formula, charge and spin (kcal/mol): 17.2
DFT total energy (eV): -13741.7617
HOMO energy (eV): -10.265
Multiplicity: 1
SMILES: O=CCC(=O)C(F)F

Cartesian coordinates (Å):
O 0.50653 0.92737 -2.83991
C 0.86707 0.30688 -1.91535
C 0.29524 0.59903 -0.50410
C -0.04512 -0.66376 0.27421
O 0.22454 -1.77165 -0.10667
C -0.82078 -0.45709 1.54067
F -1.91009 0.37004 1.32900
F -0.05694 0.26054 2.48824
H 1.64282 -0.48582 -1.97951
H -0.61774 1.25496 -0.46907
H 1.02775 1.05538 0.18150
H -1.11328 -1.39587 2.00098

Here is C24H32CsN3O3 as an isolated structure at a distorted geometry from OMol25. Energies are from ωB97M-V/def2-TZVPD.

Charge: 0
Energy above the lowest of the compared OMol25 structures with the same formula, charge and spin (kcal/mol): 0.0
DFT total energy (eV): -36568.1440
HOMO energy (eV): -6.707
Multiplicity: 1

Cartesian coordinates (Å):
Cs 0.30675 -0.12491 1.66488
C -1.00289 -4.57467 -0.39253
C -0.39813 -4.25992 0.94585
C 0.98169 -4.25390 1.12715
C 1.54290 -3.92387 2.35250
C 0.72876 -3.60346 3.43097
C -0.65028 -3.60611 3.26112
C -1.20486 -3.93608 2.03320
H -0.35374 -5.22574 -0.97870
H -1.16853 -3.66433 -0.97443
H -1.96875 -5.06778 -0.28429
H 1.62810 -4.50790 0.29441
H 2.61957 -3.90359 2.46228
H 1.16568 -3.32760 4.38164
H -1.29899 -3.34281 4.08708
H -2.28148 -3.93251 1.91301
C 2.28549 -0.36675 -3.65354
N 2.91102 -0.29189 -2.30321
C 2.77325 -1.58353 -1.56681
C 2.35727 0.85564 -1.47470
C 3.32041 1.22776 -0.38604
C 4.19386 2.29178 -0.65977
C 5.16032 2.64365 0.26355
C 5.24435 1.91002 1.44313
C 4.37065 0.85445 1.67765
C 3.35689 0.45094 0.78656
H 2.63103 -1.27438 -4.14325
H 2.58754 0.51209 -4.21747
H 1.20625 -0.37137 -3.50898
H 3.90527 -0.08643 -2.40691
H 1.73003 -1.88172 -1.66995
H 3.02486 -1.38885 -0.51875
H 3.43421 -2.31474 -2.02854
H 1.38608 0.49902 -1.13368
H 2.20286 1.67837 -2.17483
H 4.10579 2.85379 -1.58745
H 5.83154 3.47231 0.07789
H 5.99654 2.16328 2.18263
H 4.50245 0.31944 2.61769
C -2.80236 3.79854 1.98468
C -2.70592 3.57410 0.48337
C -3.17826 2.18633 -0.03626
C -4.56606 1.82274 0.51059
C -5.13147 0.55402 -0.10560
C -3.28134 2.35011 -1.53889
O -4.12515 3.04648 -2.06315
N -2.33263 1.70884 -2.28409
C -1.39864 0.78619 -1.80983
O -0.65526 0.26709 -2.64073
N -1.34017 0.50596 -0.48782
C -2.16936 1.11677 0.39139
O -2.09538 0.84428 1.60106
H -2.39496 4.77994 2.23239
H -2.25374 3.04323 2.54315
H -3.83658 3.78311 2.32846
H -1.67209 3.73141 0.15590
H -3.31439 4.31462 -0.04067
H -5.23120 2.66731 0.32001
H -4.47038 1.69878 1.58840
H -5.35651 0.68507 -1.16551
H -6.05683 0.25839 0.38945
H -4.43223 -0.28071 -0.01080
H -2.36285 1.83969 -3.28485